C39H97NO19 | wB97M-V/def2-TZVPD

Results
max |F|	0.089	Eh/bohr
HOMO energy	-8.91	eV
LUMO energy	0.0087	hartree

ORCA input file:
```
! wB97M-V def2-TZVPD RIJCOSX def2/J DEFGRID3
* xyz 0 1
C 1.351 1.614 -2.071
N 0.349 0.967 -1.229
C 0.560 -0.119 -0.564
C -0.498 -0.563 0.397
O 1.629 -0.773 -0.578
H 2.300 1.085 -2.166
H 1.596 2.600 -1.678
H 1.087 1.751 -3.120
H -0.603 1.290 -1.325
H -1.403 0.045 0.388
H -0.155 -0.432 1.423
H -0.805 -1.595 0.224
C 3.019 4.175 4.466
O 2.374 3.195 3.677
C 0.965 3.157 3.905
C 0.309 2.018 3.123
O 0.336 0.812 3.887
C 1.632 0.310 4.324
H 4.099 4.175 4.316
H 2.874 4.049 5.538
H 2.671 5.183 4.241
H 0.443 4.083 3.660
H 0.716 2.963 4.948
H 0.596 1.857 2.084
H -0.751 2.261 3.054
H 2.409 0.317 3.559
H 1.448 -0.741 4.544
H 2.016 0.675 5.277
C 0.080 -0.989 -4.611
O -0.803 -2.109 -4.293
C -0.710 -2.793 -3.041
C 0.695 -3.357 -2.810
O 0.950 -4.477 -3.718
C 2.291 -4.875 -3.771
H -0.060 -0.168 -3.909
H -0.074 -0.602 -5.619
H 1.123 -1.304 -4.582
H -1.358 -3.667 -2.994
H -1.052 -2.108 -2.265
H 0.757 -3.710 -1.781
H 1.397 -2.533 -2.938
H 2.568 -5.602 -3.008
H 2.985 -4.044 -3.646
H 2.539 -5.330 -4.730
C 1.765 -2.632 1.971
O 1.723 -3.146 3.275
C 0.446 -3.082 3.918
C 0.552 -3.223 5.446
O 0.877 -4.565 5.851
C 1.293 -4.542 7.206
H 2.775 -2.757 1.581
H 1.552 -1.565 1.895
H 1.044 -3.155 1.342
H -0.017 -3.936 3.422
H -0.028 -2.147 3.619
H -0.340 -2.780 5.887
H 1.315 -2.557 5.849
H 2.258 -4.042 7.294
H 1.423 -5.607 7.399
H 0.564 -4.073 7.867
C -1.422 7.364 3.301
O -0.353 6.418 3.196
C 0.168 6.220 1.870
C -0.883 5.546 0.938
O -1.140 4.193 1.283
C -1.700 3.485 0.170
H -1.681 7.501 4.351
H -2.387 7.024 2.926
H -1.185 8.360 2.924
H 1.083 5.627 1.874
H 0.481 7.180 1.457
H -0.459 5.680 -0.057
H -1.818 6.107 0.938
H -1.878 2.458 0.491
H -1.071 3.462 -0.719
H -2.653 3.960 -0.064
C 7.099 -1.961 -5.025
O 7.557 -3.191 -4.429
C 6.552 -3.951 -3.777
C 5.817 -3.400 -2.491
O 4.933 -2.358 -2.872
C 4.591 -1.497 -1.782
H 6.914 -1.228 -4.240
H 6.238 -2.038 -5.689
H 7.896 -1.485 -5.595
H 6.880 -4.981 -3.641
H 5.773 -4.180 -4.504
H 6.588 -2.972 -1.850
H 5.331 -4.073 -1.784
H 5.486 -1.056 -1.341
H 4.061 -2.067 -1.019
H 3.937 -0.701 -2.139
C -3.682 -5.930 -0.556
O -3.963 -4.879 0.317
C -3.794 -3.526 -0.171
C -3.987 -2.482 0.977
O -2.958 -2.601 2.010
C -3.162 -3.693 2.828
H -3.878 -6.905 -0.111
H -2.675 -5.976 -0.972
H -4.357 -5.772 -1.397
H -4.394 -3.351 -1.064
H -2.793 -3.422 -0.590
H -4.987 -2.654 1.375
H -4.071 -1.469 0.582
H -4.025 -4.330 2.637
H -3.079 -3.451 3.888
H -2.401 -4.444 2.615
C -2.808 -0.148 3.719
O -3.397 -1.109 4.586
C -4.745 -0.857 4.936
C -5.126 -1.734 6.175
O -4.834 -3.110 5.923
C -5.166 -3.950 6.947
H -3.230 0.105 2.746
H -1.768 -0.439 3.575
H -2.658 0.766 4.293
H -5.404 -1.124 4.110
H -4.775 0.185 5.256
H -6.204 -1.612 6.283
H -4.649 -1.405 7.098
H -6.236 -4.088 7.102
H -4.790 -3.706 7.940
H -4.911 -4.988 6.736
C -1.638 6.015 -4.182
O -2.157 4.721 -4.344
C -1.934 3.786 -3.293
C -2.650 2.418 -3.609
O -2.313 1.497 -2.552
C -3.090 0.281 -2.514
H -0.559 6.020 -4.025
H -2.004 6.464 -3.258
H -1.927 6.644 -5.024
H -2.358 4.157 -2.360
H -0.886 3.507 -3.185
H -2.252 1.978 -4.524
H -3.728 2.555 -3.697
H -2.861 -0.359 -3.367
H -4.129 0.609 -2.502
H -2.854 -0.244 -1.589
C 4.032 3.023 -3.717
O 2.919 2.585 -4.538
C 2.122 3.729 -4.929
C 0.892 3.278 -5.735
O 1.206 2.730 -7.019
C 0.054 2.474 -7.776
H 4.491 2.154 -3.246
H 3.704 3.689 -2.919
H 4.684 3.666 -4.308
H 2.702 4.519 -5.406
H 1.655 4.173 -4.051
H 0.206 4.122 -5.807
H 0.455 2.401 -5.257
H -0.579 1.661 -7.421
H 0.412 2.168 -8.759
H -0.556 3.350 -7.996
*
```